[1]
The following is a quantum chemistry calculation of 2 unconnected molecules or ions with the total composition C3H5NS2, from the Open Molecules 2025 dataset.

Last column: natural (NBO) charge in e.
Geometry (Å):
H 0.31132 0.63704 1.19303  0.287
H 0.48898 -0.98059 2.18427  0.295
S -3.63767 -0.81094 0.27637  -0.288
C -2.08700 -1.32246 -0.08381  -0.071
H -1.35904 0.51166 -0.39950  0.369
C 1.03343 -0.38441 1.41159  -0.755
N -1.11161 -0.52013 -0.43636  -0.713
S 1.42123 -2.21668 -0.73239  0.392
H -1.88126 -2.32190 0.01604  0.166
H 2.08865 -0.10507 1.53276  0.263
C 0.92965 -1.11606 0.17198  0.055

## Properties
- Lowest unoccupied orbital energy: -1.38 eV
- Energy above the lowest of the compared OMol25 structures with the same formula, charge and spin: 91.7 kcal per mole
- HOMO level: -7.44 eV
- DFT total energy: -968.298930 hartree
- Gap between HOMO and LUMO: 6.06 eV

[2]
The following is a quantum chemistry calculation of a single C3H5NS2 molecule, from the Open Molecules 2025 dataset.

Last column: natural (NBO) charge in e.
Geometry (Å):
S 0.22044 0.74453 -1.59462  0.238
H -0.68853 1.57607 0.46260  0.229
C -0.66002 -0.60151 0.52530  -0.256
H -1.03946 -0.59510 1.54635  0.218
N 0.75487 -0.89158 0.53755  -0.474
H -1.12168 -1.42447 -0.02671  0.210
C -0.93289 0.72681 -0.17824  -0.549
C 1.41392 -0.13071 -0.62180  -0.352
H 2.20071 -0.64352 -1.14607  0.241
H -1.95309 0.81661 -0.53732  0.239
S 1.80572 0.42287 1.03295  0.254

## Properties
- Lowest unoccupied orbital energy: 0.67 eV
- Energy above the lowest of the compared OMol25 structures with the same formula, charge and spin: 33.9 kcal per mole
- HOMO level: -8.56 eV
- DFT total energy: -968.390993 hartree
- Gap between HOMO and LUMO: 9.23 eV
- SMILES: C1CN2S[C@@H]2S1

[3]
The following is a quantum chemistry calculation of a single C3H5NS2 molecule, from the Open Molecules 2025 dataset.

Last column: natural (NBO) charge in e.
Geometry (Å):
H -0.58522 2.43101 0.50391  0.223
H -2.36228 1.95293 0.28865  0.253
H 1.79626 -1.67729 -0.76763  0.245
N 0.25088 -0.00087 -1.25398  -0.528
S -0.94379 1.30720 -1.55799  0.362
S -0.98805 0.08411 1.08642  0.227
C -1.32351 1.64811 0.18703  -0.699
C 0.22014 -0.47996 -0.09745  0.112
H 1.87043 -1.21830 0.95766  0.227
C 1.23524 -1.54893 0.19534  -0.649
H 0.82991 -2.49803 0.45804  0.229

## Properties
- Lowest unoccupied orbital energy: 0.59 eV
- Energy above the lowest of the compared OMol25 structures with the same formula, charge and spin: 17.7 kcal per mole
- HOMO level: -8.52 eV
- DFT total energy: -968.416896 hartree
- Gap between HOMO and LUMO: 9.11 eV
- SMILES: CC1=NSCS1

[4]
The following is a quantum chemistry calculation of a single C3H5NS2 molecule, from the Open Molecules 2025 dataset.

Last column: natural (NBO) charge in e.
Geometry (Å):
H -1.24249 2.25139 0.04260  0.245
C 0.66024 -0.64919 0.04919  -0.011
H 0.22964 1.83651 1.11575  0.243
C -0.51763 0.24744 -0.01533  -0.018
C -0.25345 1.75380 0.06986  -0.697
H -0.70944 -2.28521 0.16073  0.424
H 0.53257 1.96816 -0.60027  0.263
S -2.15325 -0.36189 -0.31156  -0.027
N 0.32155 -2.01173 0.18587  -0.789
S 2.16555 0.00484 -0.31409  -0.049
H 0.96672 -2.75412 -0.38275  0.417

## Properties
- Lowest unoccupied orbital energy: -1.90 eV
- Energy above the lowest of the compared OMol25 structures with the same formula, charge and spin: 38.4 kcal per mole
- HOMO level: -8.91 eV
- DFT total energy: -968.383849 hartree
- Gap between HOMO and LUMO: 7.00 eV
- SMILES: CC(=S)C(N)=S

[5]
The following is a quantum chemistry calculation of a single C3H5NS2 molecule, from the Open Molecules 2025 dataset.

Last column: natural (NBO) charge in e.
Geometry (Å):
S -1.87444 0.03942 -0.91426  -0.126
H 2.09107 1.38831 0.89406  0.245
C 0.31226 0.14554 0.87280  -0.329
C -0.72992 -0.70236 0.38940  0.197
S 1.52742 1.22522 -1.36103  0.052
H 0.38655 -0.24698 1.90064  0.250
N -0.98264 -1.81082 0.91895  -0.626
H -1.70506 -2.37818 0.47035  0.362
H -1.00426 1.03998 -1.53658  0.148
C 1.23913 0.96263 0.33711  -0.306
H 0.73990 0.33725 -1.97144  0.133

## Properties
- Lowest unoccupied orbital energy: 0.17 eV
- Energy above the lowest of the compared OMol25 structures with the same formula, charge and spin: 43.6 kcal per mole
- HOMO level: -9.11 eV
- DFT total energy: -968.375627 hartree
- Gap between HOMO and LUMO: 9.28 eV
- SMILES: [H]/N=C(S)/C=C\S

[6]
The following is a quantum chemistry calculation of a molecular structure, C3H5NS2, from the Open Molecules 2025 dataset.

Last column: natural (NBO) charge in e.
Geometry (Å):
S -1.17037 2.05767 0.01642  -0.057
H 0.77509 0.33758 1.42704  0.198
H 1.97378 -0.97894 0.83450  0.215
H 0.14709 -1.36896 -1.07779  0.251
H 1.20055 1.46046 -0.66017  0.395
C 0.14575 -0.36919 -0.52002  -0.223
C -1.05993 0.41099 -0.11583  -0.311
N 1.46915 0.53346 -0.45564  -0.568
C 1.19624 -0.25037 0.66076  -0.190
H -2.09507 -1.49353 -0.12019  0.082
S -2.58228 -0.33917 0.01092  0.208

## Properties
- Lowest unoccupied orbital energy: -0.36 eV
- Energy above the lowest of the compared OMol25 structures with the same formula, charge and spin: 64.6 kcal per mole
- HOMO level: -8.86 eV
- DFT total energy: -968.342066 hartree
- Gap between HOMO and LUMO: 8.50 eV

[7]
The following is a quantum chemistry calculation of 3 unconnected molecules or ions with the total composition C3H5NSi, from the Open Molecules 2025 dataset.

Last column: natural (NBO) charge in e.
Geometry (Å):
C 0.15150 -1.28180 1.20162  -0.389
H 0.74718 -0.60314 -0.59992  0.218
H 2.58023 2.07504 -1.28037  -0.003
H -0.31940 -0.90197 2.06475  0.178
H 2.34839 2.07517 -2.16295  0.004
N -3.31730 -0.31155 -0.68389  -0.297
C -2.37409 0.21860 -0.32647  -0.259
H 0.97373 -2.05116 1.21272  0.212
C 0.10319 -0.43289 0.25331  -0.685
Si -0.89343 1.21371 0.32121  1.022

## Properties
- Lowest unoccupied orbital energy: -1.70 eV
- Energy above the lowest of the compared OMol25 structures with the same formula, charge and spin: 71.7 kcal per mole
- HOMO level: -9.70 eV
- DFT total energy: -461.398327 hartree
- Gap between HOMO and LUMO: 8.01 eV

[8]
The following is a quantum chemistry calculation of a molecular structure, C3H5NaO2, from the Open Molecules 2025 dataset.

Last column: natural (NBO) charge in e.
Geometry (Å):
H 3.04580 0.95083 -0.89463  0.505
O 2.28492 0.36296 -0.81625  -0.769
H -1.00170 1.55717 0.52772  0.169
O 0.22158 0.17711 -0.62622  -0.678
H 0.28499 -0.88172 1.67859  -0.496
C -2.01494 -0.33820 0.31328  -0.708
H -2.69679 -0.24114 -0.53068  0.224
Na 1.70026 -1.75269 0.18394  0.880
C 1.13763 1.03454 -0.97573  0.413
H -1.99328 -1.34450 0.73489  0.211
C -0.96848 0.47564 0.40509  0.249

## Properties
- Lowest unoccupied orbital energy (spin up / spin down): -0.83 / -0.85 eV
- Energy above the lowest of the compared OMol25 structures with the same formula, charge and spin: 156.4 kcal per mole
- HOMO level (spin up / spin down): -6.88 / -7.39 eV
- DFT total energy: -429.801405 hartree
- Gap between HOMO and LUMO (spin up / spin down): 6.05 / 6.54 eV

[9]
The following is a quantum chemistry calculation of a gas-phase ion, C3H5O3S3 (charge -1), from the Open Molecules 2025 dataset.

Last column: natural (NBO) charge in e.
Geometry (Å):
S -1.94477 -0.84681 -1.18006  2.411
H -0.54581 -1.33341 0.53832  0.267
S 2.39408 -0.16681 -0.58066  -0.078
H 0.56915 0.63269 -1.81644  0.257
H -1.11939 1.68436 0.14847  0.263
S -0.01680 1.20632 2.08836  -0.073
O -2.31460 0.34033 -1.92298  -1.029
O -1.49950 -1.99724 -1.99216  -1.023
C -0.33682 0.92736 0.25352  -0.309
H 0.16423 2.52921 1.88538  0.108
C 0.62113 0.36108 -0.72992  -0.351
C -0.50649 -0.44840 -0.19588  -0.558
O -2.92651 -1.17354 -0.13458  -1.030
H 2.05795 -1.43676 -0.97159  0.145

## Properties
- Lowest unoccupied orbital energy: 2.87 eV
- Energy above the lowest of the compared OMol25 structures with the same formula, charge and spin: 3.3 kcal per mole
- HOMO level: -5.23 eV
- DFT total energy: -1537.616870 hartree
- Gap between HOMO and LUMO: 8.10 eV
- SMILES: O=S(=O)([O-])[C@H]1[C@H](S)[C@@H]1S
- Net charge: -1

[10]
The following is a quantum chemistry calculation of a molecular structure, C3H5O3Sr, from the Open Molecules 2025 dataset.

Last column: natural (NBO) charge in e.
Geometry (Å):
H -2.00776 -0.35183 0.90660  0.203
C -1.22131 -0.25928 0.15088  -0.100
H -1.06015 1.80893 -0.46453  0.172
O 1.98621 -1.38443 0.00607  -0.861
C 0.83137 -1.09225 -0.40079  0.676
H -0.49437 1.49138 1.20183  0.151
H -1.62226 -0.46211 -0.85479  0.172
Sr 2.94456 0.69230 0.62603  0.988
C -0.50512 1.09831 0.17065  -0.085
O 0.78441 0.86486 -0.31797  -0.934
H 0.57369 -1.18371 -1.47130  0.132
O -0.20926 -1.22217 0.44732  -0.515

## Properties
- Lowest unoccupied orbital energy (spin up / spin down): 0.29 / 0.30 eV
- 2S+1: 2
- Energy above the lowest of the compared OMol25 structures with the same formula, charge and spin: 0.0 kcal per mole
- HOMO level (spin up / spin down): -4.70 / -9.78 eV
- DFT total energy: -373.705840 hartree
- Gap between HOMO and LUMO (spin up / spin down): 4.98 / 10.09 eV
- ⟨S²⟩: 0.75

- Which of these has the lowest DFT total energy?
  C3H5O3S3